i.
Molecular formula: C4H6O
Method: DFT, ωB97M-V/def2-TZVPD

ORCA input file:
```
! RIJCOSX wB97M-V def2-TZVPD def2/J DEFGRID3
* xyz 0 1
O -2.24202 1.93602 0.65256
C -2.02217 0.98636 0.07100
C 0.75828 0.48934 0.77262
C 0.48091 -0.98443 0.69799
C 1.33146 -0.13883 -0.20006
H -0.95546 -0.13649 -1.88501
H 0.57264 1.40626 1.30892
H 0.95841 -1.65888 1.41291
H -0.49577 -1.33709 0.34650
H 1.96546 -0.12878 -1.07302
H -0.26938 -0.29714 -2.11045
*
```

## Properties
* orbital gap: 10.6 eV
* LUMO level: 1.07 eV
* HOMO: -9.52 eV

ii.
Molecular formula: C4H6O
Method: DFT, ωB97M-V/def2-TZVPD

ORCA input file:
```
! RIJCOSX wB97M-V def2-TZVPD def2/J DEFGRID3
* xyz 0 1
C -1.22449 -0.46288 -0.27972
C -0.01413 -0.05571 0.70607
C 1.27956 -0.18512 -0.11707
O 0.76488 0.70053 -1.13843
C -0.43477 0.78878 -0.40822
H -2.21117 -0.29540 0.14155
H -0.75045 -1.41355 -0.11204
H -0.12470 0.01063 1.77202
H 1.59542 -1.14364 -0.55486
H 2.11972 0.28043 0.40759
H -0.92616 1.74382 -0.26957
*
```

## Properties
* orbital gap: 10.2 eV
* LUMO level: 1.13 eV
* HOMO: -9.03 eV

iii.
Molecular formula: C4H6O
Method: DFT, ωB97M-V/def2-TZVPD

ORCA input file:
```
! RIJCOSX wB97M-V def2-TZVPD def2/J DEFGRID3
* xyz 0 1
C -0.00196 1.76224 0.05052
C 0.93829 0.87118 0.39448
C 0.68387 -0.58114 0.31039
C -0.47699 -1.17124 -0.04085
O -0.62160 -2.08893 -1.02272
H -0.17738 2.75769 0.45694
H -0.99453 1.41474 -0.19993
H 1.96403 1.09591 0.69223
H 1.56513 -1.20923 0.45644
H -1.36672 -0.47705 0.13912
H -1.51214 -2.37415 -1.23661
*
```

## Properties
* orbital gap: 8.5 eV
* LUMO level: 0.50 eV
* HOMO: -7.99 eV

iv.
Molecular formula: C4H6O
Method: DFT, ωB97M-V/def2-TZVPD

ORCA input file:
```
! RIJCOSX wB97M-V def2-TZVPD def2/J DEFGRID3
* xyz 0 1
C -1.80098 0.16338 0.22766
O -0.52294 0.36850 0.77875
C 0.44848 -0.54468 0.31644
C 1.58614 0.14872 -0.30601
C 2.53674 0.69481 -0.80334
H -1.79689 0.25825 -0.86852
H -2.45148 0.93466 0.64622
H -2.20639 -0.82507 0.49377
H 0.81264 -1.14084 1.16402
H 0.01514 -1.24513 -0.41157
H 3.37955 1.18740 -1.23743
*
```

## Properties
* orbital gap: 11.0 eV
* LUMO level: 1.04 eV
* HOMO: -9.91 eV

Which structure is the most stable? The one labeled iv.